Formula: C32H88AsF6N6O6
Source: the OMol25 dataset
Level of theory: the ωB97M-V functional and the def2-TZVPD basis

Cartesian coordinates (Å):
C  -7.5468  -1.5281  -2.6716
C  -6.0827  -1.9610  -2.2984
N  -5.4379  -0.8355  -1.5038
C  -6.0695  -0.5882  -0.1309
C  -3.9803  -1.2656  -1.2416
C  -3.7416  -2.5593  -0.4099
C  -5.4805  0.6353  -2.2161
C  -5.0007  0.7209  -3.6796
O  -3.5962  0.4609  -3.7195
C  -2.7577  1.6507  -3.5366
H  -7.6105  -0.6692  -3.3397
H  -8.1741  -1.2501  -1.8247
H  -8.1303  -2.3870  -3.0029
H  -5.4123  -1.9416  -3.1576
H  -5.9719  -2.9259  -1.8037
H  -6.0406  -1.4997  0.4660
H  -7.1031  -0.2939  -0.3130
H  -5.5089  0.2268  0.3271
H  -3.3863  -0.5515  -0.6712
H  -3.5390  -1.3596  -2.2338
H  -2.6578  -2.6624  -0.3581
H  -4.1692  -3.4709  -0.8275
H  -4.0439  -2.5992  0.6366
H  -4.8362  1.1864  -1.5311
H  -6.4954  0.9880  -2.0325
H  -5.2349  1.6950  -4.1090
H  -5.6289  0.0015  -4.2051
H  -1.6899  1.5015  -3.6965
H  -2.9113  2.0654  -2.5403
H  -2.9011  2.4830  -4.2256
C  7.9478  2.1784  -3.3292
C  6.7251  3.0122  -3.8953
N  5.3588  2.6814  -3.2411
C  5.0428  1.2130  -3.5363
C  5.4357  2.8320  -1.6804
C  6.1186  4.0023  -1.1169
C  4.2673  3.6516  -3.8358
C  2.9357  3.6837  -3.1008
O  2.4105  2.3685  -3.1010
C  1.0089  2.2675  -2.8193
H  7.9749  1.1018  -3.4977
H  8.0499  2.3748  -2.2619
H  8.7936  2.6978  -3.7796
H  6.5503  2.8497  -4.9588
H  6.9127  4.0459  -3.6048
H  4.2223  0.7890  -2.9575
H  5.9272  0.6257  -3.2893
H  5.0065  1.1010  -4.6199
H  6.0397  1.9455  -1.4870
H  4.4359  2.6281  -1.2973
H  5.9728  4.0614  -0.0383
H  5.7475  4.9355  -1.5407
H  7.1975  3.8732  -1.2029
H  4.1207  3.3312  -4.8672
H  4.6033  4.6846  -3.7445
H  2.2858  4.3794  -3.6316
H  3.0224  4.1652  -2.1268
H  0.4723  3.0586  -3.3429
H  0.7713  2.4164  -1.7659
H  0.6960  1.2880  -3.1810
C  0.9065  -2.7269  -4.2401
C  0.9195  -3.5939  -2.9289
C  -0.4262  -4.1203  -2.5294
O  -0.3494  -5.1192  -1.5838
C  0.0212  -4.6523  -0.2510
N  1.8905  -4.8406  -3.0941
H  2.8591  -4.5596  -3.0407
H  1.6394  -5.5513  -2.4217
H  1.7610  -5.4398  -3.8968
H  0.4166  -1.7624  -4.1066
H  0.4055  -3.2174  -5.0747
H  1.9514  -2.4915  -4.4421
H  1.4199  -3.0148  -2.1528
H  -0.8498  -4.5919  -3.4161
H  -1.0276  -3.2579  -2.2419
H  -0.1271  -5.5623  0.3305
H  -0.4588  -3.8047  0.2382
H  1.0841  -4.4315  -0.1524
C  4.9031  -3.5730  2.3448
C  4.4461  -2.2135  2.7757
C  5.0905  -1.7940  4.1066
O  4.5996  -0.4926  4.4500
C  5.2493  0.0743  5.5436
N  4.6967  -1.1468  1.6871
H  5.6933  -1.0786  1.5374
H  4.2783  -1.3696  0.7953
H  4.5282  -0.2546  2.1296
H  4.8801  -4.2287  3.2152
H  5.9288  -3.4646  1.9922
H  4.3486  -3.9218  1.4736
H  3.3749  -2.2520  2.9735
H  6.1798  -1.7902  4.0667
H  4.9631  -2.5375  4.8934
H  4.8296  1.0704  5.6839
H  6.3046  0.1268  5.2758
H  5.1312  -0.6386  6.3597
C  0.1420  -2.0272  4.4887
C  -1.3153  -2.0617  4.4284
C  -2.0009  -2.4825  5.8026
O  -1.7439  -1.6476  6.9078
C  -2.3106  -1.9008  8.1880
N  -1.8095  -0.5940  4.0375
H  -1.7881  -0.0069  4.8590
H  -1.3032  -0.2221  3.2467
H  -2.7707  -0.5720  3.7280
H  0.5454  -1.3211  5.2145
H  0.4811  -1.9072  3.4598
H  0.5384  -3.0026  4.7708
H  -1.4721  -2.7371  3.5874
H  -1.7379  -3.5098  6.0549
H  -3.0666  -2.5383  5.5810
H  -1.9895  -1.0721  8.8191
H  -1.8614  -2.7865  8.6372
H  -3.3772  -2.1104  8.2677
C  -1.9499  3.5389  1.9318
C  -3.3607  4.0363  1.7334
C  -4.0518  2.9908  0.8143
O  -5.4100  3.4237  0.5386
C  -5.6171  4.6007  -0.1886
N  -4.1029  4.0873  3.0529
H  -3.9967  3.2527  3.6116
H  -3.6884  4.8021  3.6337
H  -5.0675  4.2997  2.8417
H  -1.4714  4.0857  2.7444
H  -1.2871  3.8488  1.1239
H  -1.9596  2.4580  2.0724
H  -3.3435  5.0691  1.3854
H  -4.1078  1.9906  1.2440
H  -3.5454  2.7671  -0.1246
H  -5.5280  5.4294  0.5138
H  -6.6292  4.7262  -0.5734
H  -4.8699  4.7586  -0.9663
As  0.0812  -0.4236  0.6950
F  1.2138  -1.8183  1.0925
F  -0.2848  -1.0885  -0.9614
F  -0.9936  1.0034  0.4178
F  0.3204  0.2287  2.3291
F  1.4685  0.4967  0.0548
F  -1.3548  -1.3518  1.3071

Max |F|: 2.893 eV/A
Charge: +5
HOMO-LUMO gap: 8.44 eV
Highest occupied orbital energy: -19.07 eV